--- a ---
Entry from the Open Molecules 2025 dataset: C2H5NS2 as an isolated structure (the ωB97M-V functional and the def2-TZVPD basis).

```
! RIJCOSX wB97M-V def2-TZVPD def2/J DEFGRID3
* xyz 0 1
C 1.04 0.77 0.09
C -0.26 0.43 -0.41
H 1.81 -1.52 0.80
H 1.17 1.04 1.25
H 1.26 1.71 -0.40
H -0.25 0.32 -1.59
H -3.18 -1.97 0.63
N -1.18 0.00 0.29
S 2.17 -0.55 -0.32
S -2.57 -0.22 -0.32
*
```

Calculated values
Frontier orbital gap   7.36 eV

The molecule's Löwdin atomic charges, reported in e, are given here:
1 C -0.639
2 C -0.492
3 H -0.021
4 H 0.135
5 H 0.071
6 H 0.140
7 H 0.071
8 N -0.546
9 S 0.654
10 S 0.626

---

--- b ---
Entry from the Open Molecules 2025 dataset: C2H5NS2 as an isolated structure (the ωB97M-V functional and the def2-TZVPD basis).

```
! RIJCOSX wB97M-V def2-TZVPD def2/J DEFGRID3
* xyz 0 1
C -0.22 0.04 1.28
C 0.64 0.04 0.05
H 0.06 1.18 1.64
H -1.54 -0.14 1.14
H 0.02 -0.85 2.05
H -1.50 -0.39 -0.44
H 0.90 0.38 -2.23
N -0.22 -0.58 -0.75
S 1.94 0.89 -0.34
S -0.07 -0.56 -2.42
*
```

Calculated values
Frontier orbital gap   8.16 eV

The molecule's Löwdin atomic charges, reported in e, are given here:
1 C -0.163
2 C -1.072
3 H 0.109
4 H 0.140
5 H 0.110
6 H 0.230
7 H -0.205
8 N -0.562
9 S 0.712
10 S 0.701

---

Structures ranked by computed energy, the most stable listed first: b, a.

---

--- a ---
Entry from the Open Molecules 2025 dataset: one molecule with the formula C2H5NS2 (the ωB97M-V functional and the def2-TZVPD basis).

```
! RIJCOSX wB97M-V def2-TZVPD def2/J DEFGRID3
* xyz 0 1
C 0.48 1.23 -0.07
C 0.77 -0.28 -0.03
H 1.45 1.71 -0.02
H -0.19 1.60 0.72
H 0.05 1.49 -1.02
H -0.20 -2.09 -0.23
H -2.41 -1.04 0.96
N -0.33 -1.09 0.00
S 2.32 -0.90 -0.12
S -1.93 -0.62 -0.20
*
```

Calculated values
Frontier orbital gap   9.03 eV
Structure (SMILES)   CC(=S)NS

The molecule's Löwdin atomic charges, reported in e, are given here:
1 C -0.145
2 C -0.917
3 H 0.052
4 H 0.075
5 H 0.067
6 H 0.085
7 H -0.145
8 N -0.460
9 S 0.603
10 S 0.784

---

--- b ---
Entry from the Open Molecules 2025 dataset: one molecule with the formula C2H5NS2 (the ωB97M-V functional and the def2-TZVPD basis).

```
! RIJCOSX wB97M-V def2-TZVPD def2/J DEFGRID3
* xyz 0 1
C -1.04 0.77 -0.42
C 0.25 -1.09 0.56
H -1.85 0.04 -0.23
H -0.99 1.03 -1.47
H -1.24 1.66 0.20
H 2.24 -0.02 0.00
H -0.74 -1.53 0.64
N 0.21 0.11 0.02
S 1.56 1.01 -0.32
S 1.59 -1.98 1.01
*
```

Calculated values
Frontier orbital gap   9.21 eV
Structure (SMILES)   CN(S)C=S

The molecule's Löwdin atomic charges, reported in e, are given here:
1 C -0.105
2 C -0.745
3 H 0.090
4 H 0.075
5 H 0.092
6 H -0.240
7 H 0.066
8 N -0.654
9 S 0.846
10 S 0.575

---

Structures ranked by computed energy, the most stable listed first: a, b.

---

--- a ---
Entry from the Open Molecules 2025 dataset: a 2-piece molecular cluster, CH2INO overall (the ωB97M-V functional and the def2-TZVPD basis).

```
! RIJCOSX wB97M-V def2-TZVPD def2/J DEFGRID3
* xyz 0 1
C 2.03 -0.27 0.17
N 1.34 -1.16 0.03
O -1.09 1.15 0.03
I -1.84 -0.52 0.05
H 2.64 0.60 0.29
H -3.07 0.20 -0.57
*
```

Calculated values
Frontier orbital gap   8.45 eV

The molecule's Löwdin atomic charges, reported in e, are given here:
1 C -0.072
2 N 0.023
3 O -1.044
4 I 1.237
5 H 0.062
6 H -0.206

---

--- b ---
Entry from the Open Molecules 2025 dataset: CH2INO as an isolated structure (the ωB97M-V functional and the def2-TZVPD basis).

```
! RIJCOSX wB97M-V def2-TZVPD def2/J DEFGRID3
* xyz 0 1
C 0.34 -0.08 0.00
N 1.49 -0.10 0.54
O -0.11 -0.30 -1.11
I -2.75 -0.15 -1.51
H -0.43 0.28 0.64
H 1.45 0.35 1.44
*
```

Calculated values
Frontier orbital gap (spin up / spin down)   5.21 / 5.05 eV

The molecule's Löwdin atomic charges, reported in e, are given here:
1 C -0.587
2 N 0.099
3 O -0.158
4 I 0.528
5 H 0.088
6 H 0.031

---

Structures ranked by computed energy, the most stable listed first: b, a.

---

--- a ---
Entry from the Open Molecules 2025 dataset: a 3-piece molecular cluster, C7H18N2 overall (the ωB97M-V functional and the def2-TZVPD basis).

```
! RIJCOSX wB97M-V def2-TZVPD def2/J DEFGRID3
* xyz 0 1
C -1.11 -0.42 1.09
C 0.10 0.95 -0.66
C 0.12 -0.43 -0.78
C -0.11 -0.30 2.21
C -1.64 -1.82 0.92
C -2.21 0.61 1.16
C 2.63 0.15 -2.35
N 1.28 -0.28 -2.56
N 1.03 1.69 -0.07
H 0.82 0.32 -3.24
H -0.74 1.49 -1.08
H 0.97 2.69 -0.07
H 1.91 1.28 0.20
H 0.90 -1.03 -0.34
H -0.65 -0.93 -1.34
H -2.89 0.41 2.00
H -0.58 -0.48 3.19
H 0.34 0.70 2.25
H 0.70 -1.03 2.11
H -0.84 -2.55 0.79
H -2.31 -1.90 0.06
H -2.22 -2.13 1.80
H -2.83 0.60 0.25
H -1.82 1.62 1.29
H 2.77 1.21 -2.04
H 3.27 0.03 -3.24
H 3.10 -0.47 -1.57
*
```

Calculated values
Frontier orbital gap (spin up / spin down)   6.31 / 6.89 eV

The molecule's Löwdin atomic charges, reported in e, are given here:
1 C -0.480
2 C -0.228
3 C -0.079
4 C -0.108
5 C -0.111
6 C -0.108
7 C -0.298
8 N -0.133
9 N 0.132
10 H 0.017
11 H 0.137
12 H 0.113
13 H 0.111
14 H 0.098
15 H 0.092
16 H 0.082
17 H 0.085
18 H 0.062
19 H 0.076
20 H 0.077
21 H 0.076
22 H 0.084
23 H 0.077
24 H 0.070
25 H 0.044
26 H 0.058
27 H 0.055

---

--- b ---
Entry from the Open Molecules 2025 dataset: C7H18N2 as an isolated structure (the ωB97M-V functional and the def2-TZVPD basis).

```
! RIJCOSX wB97M-V def2-TZVPD def2/J DEFGRID3
* xyz 0 1
C 1.51 0.21 0.13
C -1.01 -0.35 0.72
C -0.42 0.66 -0.08
C -2.85 0.47 0.02
C 2.15 1.56 -0.15
C 1.90 -0.29 1.51
C 1.83 -0.79 -0.95
N -1.18 -1.64 0.29
N -2.94 -0.15 -1.29
H -0.90 -0.23 1.80
H -1.61 -2.28 0.94
H -1.09 -1.80 -0.72
H -3.16 0.50 -2.03
H -3.59 -0.93 -1.36
H -0.42 1.65 0.35
H -0.51 0.57 -1.15
H -3.49 0.00 0.76
H -3.02 1.55 0.02
H 1.82 1.96 -1.11
H 2.99 -0.39 1.60
H 2.91 -0.98 -1.02
H 1.92 2.29 0.62
H 3.25 1.48 -0.20
H 1.48 -1.28 1.71
H 1.57 0.39 2.29
H 1.34 -1.75 -0.77
H 1.52 -0.43 -1.93
*
```

Calculated values
Frontier orbital gap   7.16 eV

The molecule's Löwdin atomic charges, reported in e, are given here:
1 C -0.505
2 C -0.327
3 C -0.095
4 C -0.191
5 C -0.113
6 C -0.093
7 C -0.103
8 N 0.056
9 N -0.058
10 H 0.127
11 H 0.095
12 H 0.097
13 H 0.065
14 H 0.065
15 H 0.094
16 H 0.088
17 H 0.052
18 H 0.064
19 H 0.076
20 H 0.084
21 H 0.081
22 H 0.074
23 H 0.078
24 H 0.072
25 H 0.078
26 H 0.064
27 H 0.075

---

Structures ranked by computed energy, the most stable listed first: b, a.